[1]
The following is a quantum chemistry calculation of a molecular structure, C42H37CuN9O2STe in a non-equilibrium geometry, from the Open Molecules 2025 dataset.

Values from the calculation:
Energy relative to the best compared isomer or geometry (same formula, charge and spin)   52.5 kJ/mol
Spin multiplicity   2
DFT total energy   -4572.654747 Eh
Gap between HOMO and LUMO (alpha / beta)   0.276 / 0.252 Eh
Total charge   0

Geometry as XYZ:
```
93
Properties=species:S:1:pos:R:3:forces:R:3:mulliken_charge:R:1
Cu -0.285 -1.176 -0.613 0.572 0.334 0.514 -1.5421
C 3.181 -2.141 5.474 -0.001 -0.153 -0.097 -1.6009
C 2.705 -1.904 4.066 -0.010 -0.028 -0.002 0.3542
C 3.582 -1.495 3.063 -0.012 0.051 -0.047 -1.0537
C 3.104 -1.153 1.821 -0.158 -0.049 0.034 -0.2229
C 1.735 -1.191 1.487 0.180 -0.035 0.087 0.3536
N 1.361 -0.718 0.232 -0.299 -0.173 -0.217 1.0159
C 1.916 0.481 -0.178 0.409 0.272 0.053 -0.2795
C 2.252 1.499 0.736 -0.075 -0.133 -0.074 1.0152
C 2.848 2.679 0.350 0.120 -0.016 -0.038 -0.9446
C 3.181 2.915 -0.981 0.007 -0.026 0.056 0.2106
C 3.842 4.196 -1.413 -0.148 -0.073 -0.030 -1.7475
C 2.820 1.948 -1.905 -0.110 0.071 -0.051 -0.3289
C 2.178 0.773 -1.530 -0.040 0.223 0.373 -0.2913
N 1.760 -0.113 -2.553 0.297 -0.208 -0.198 -0.1235
C 2.357 -0.327 -3.742 -0.067 -0.165 -0.123 -0.1062
C 1.503 -1.098 -4.498 -0.048 -0.007 -0.052 -1.5661
C 0.392 -1.316 -3.677 0.122 0.101 -0.003 -0.4762
N 0.562 -0.720 -2.505 -0.163 -0.050 0.341 0.6171
C 0.880 -1.749 2.455 0.424 0.269 -0.112 0.1296
C 1.377 -2.059 3.724 -0.043 -0.037 0.018 -0.8520
N -0.509 -1.932 2.230 -0.208 -0.177 0.147 0.0223
C -1.383 -2.606 3.010 -0.160 0.015 -0.013 -0.4379
C -2.645 -2.390 2.511 -0.075 0.094 0.085 -1.5336
C -2.453 -1.581 1.393 0.245 0.112 0.224 -0.6893
N -1.161 -1.309 1.239 -0.239 -0.286 -0.460 2.2754
H 4.033 -1.499 5.696 0.007 -0.013 0.066 0.3986
H 2.392 -1.928 6.194 0.010 0.013 0.025 0.3759
H 3.494 -3.177 5.623 0.028 -0.004 0.015 0.2934
H 4.646 -1.432 3.261 -0.002 0.058 0.048 0.4212
H 3.784 -0.805 1.055 0.038 -0.001 0.009 0.5541
H 2.027 1.336 1.781 -0.013 -0.007 0.024 0.5439
H 3.053 3.435 1.099 0.010 0.014 0.011 0.3422
H 4.236 4.735 -0.553 0.042 0.016 -0.016 0.3798
H 4.657 4.000 -2.111 0.032 0.053 0.011 0.4024
H 3.121 4.846 -1.914 0.045 0.054 -0.013 0.3164
H 3.017 2.127 -2.956 -0.075 -0.009 -0.028 0.5723
H 3.338 0.052 -3.963 0.001 0.085 0.066 0.5353
H 1.649 -1.472 -5.495 0.065 0.030 -0.013 0.4658
H -0.506 -1.869 -3.895 -0.030 -0.094 0.087 0.6193
H 0.693 -2.404 4.487 -0.025 0.073 0.014 0.2811
H -1.068 -3.210 3.840 0.059 0.042 0.023 0.4819
H -3.577 -2.766 2.891 0.020 -0.079 0.009 0.5303
H -3.169 -1.192 0.689 -0.010 -0.046 -0.057 0.4176
N 1.942 -5.197 -5.508 -0.035 -0.047 0.036 -0.5652
C 1.025 -4.859 -4.530 -0.097 -0.122 0.089 1.0857
C -0.345 -4.865 -4.814 0.111 0.110 -0.013 -0.6272
C -1.264 -4.562 -3.826 -0.063 0.015 0.020 -0.4845
C -0.819 -4.265 -2.548 -0.212 0.250 0.175 -0.4168
C 0.536 -4.266 -2.246 -0.023 -0.069 -0.044 -0.6223
C 1.454 -4.570 -3.230 0.017 0.079 -0.047 -0.7051
S -1.942 -3.623 -1.342 -0.159 -0.072 -0.048 1.0874
O -3.280 -4.031 -1.650 0.018 0.043 -0.185 -0.7741
O -1.409 -3.965 -0.047 0.313 0.052 -0.119 -0.7139
N -1.752 -2.009 -1.465 -0.373 -0.685 -0.062 0.6465
C -2.462 -1.150 -2.230 -0.595 0.167 -0.602 0.1174
N -3.178 -1.567 -3.284 0.125 -0.141 0.076 -0.4534
C -3.848 -0.639 -3.952 -0.001 0.037 0.023 -0.4090
C -3.816 0.707 -3.623 0.007 -0.063 0.008 -0.8478
C -3.004 1.042 -2.550 -0.004 0.102 -0.065 -0.1382
N -2.331 0.142 -1.856 0.016 -0.286 0.160 0.4764
H 1.624 -5.166 -6.461 0.092 0.042 -0.030 0.2071
H 2.897 -4.924 -5.356 0.005 0.027 -0.081 0.2111
H -0.675 -5.072 -5.826 -0.043 -0.079 0.023 0.2920
H -2.327 -4.533 -4.025 0.005 0.013 -0.066 0.4488
H 0.847 -4.016 -1.238 0.099 -0.028 -0.026 0.6063
H 2.516 -4.549 -3.015 -0.001 -0.055 0.049 0.2970
H -4.424 -1.003 -4.798 -0.031 0.073 -0.006 0.4383
H -4.377 1.447 -4.172 0.015 0.013 -0.021 0.4022
H -2.878 2.072 -2.228 -0.028 -0.011 0.000 0.3675
Te -1.312 1.869 0.980 0.051 1.079 0.698 0.2283
C -0.218 3.600 1.620 -0.076 -0.221 -0.237 0.3681
C -0.112 4.711 0.794 -0.107 -0.060 -0.098 -0.3990
C 0.626 5.818 1.191 0.027 0.027 0.015 -0.5581
C 1.269 5.818 2.420 0.030 0.026 -0.011 -0.5022
C 1.175 4.707 3.247 0.003 0.031 0.008 -0.7150
C 0.436 3.605 2.847 -0.069 -0.129 0.076 -0.3438
C -2.924 2.408 2.292 0.094 -0.188 -0.326 0.0891
C -3.964 3.194 1.811 0.010 0.024 -0.149 -0.2702
C -4.996 3.589 2.648 -0.011 0.013 0.044 -0.6303
C -4.998 3.197 3.979 -0.004 -0.006 -0.018 -0.4440
C -3.969 2.403 4.463 -0.044 0.041 0.028 -0.6639
C -2.939 2.008 3.622 0.171 -0.136 0.033 -0.0833
H -0.617 4.710 -0.164 0.024 0.036 -0.017 0.3951
H 0.694 6.681 0.540 0.003 0.006 -0.002 0.4308
H 1.836 6.684 2.735 0.026 -0.007 -0.005 0.3811
H 1.682 4.698 4.204 -0.018 0.005 0.014 0.3968
H 0.362 2.738 3.494 0.037 0.002 0.007 0.4079
H -3.960 3.504 0.773 -0.027 0.015 0.002 0.3193
H -5.798 4.205 2.262 -0.003 0.003 -0.004 0.3876
H -5.802 3.506 4.634 -0.002 -0.006 0.011 0.3736
H -3.969 2.091 5.500 0.016 -0.014 0.000 0.3968
H -2.139 1.386 4.006 -0.009 -0.015 -0.005 0.3799
```
Forces are in eV/Å.

[2]
The following is a quantum chemistry calculation of a single C4H9N molecule in a non-equilibrium geometry, from the Open Molecules 2025 dataset.

Values from the calculation:
Energy relative to the best compared isomer or geometry (same formula, charge and spin)   21.1 kJ/mol
Spin multiplicity   1
SMILES   C/C=C(/C)N
DFT total energy   -212.543117 Eh
Gap between HOMO and LUMO   0.333 Eh
Total charge   0

Geometry as XYZ:
```
14
Properties=species:S:1:pos:R:3:forces:R:3:mulliken_charge:R:1
C 0.019 -1.650 -1.162 0.363 0.294 -0.128 -1.1933
N -1.377 0.669 -0.033 0.032 -0.569 0.250 -0.5504
C -0.009 0.430 0.212 0.353 0.560 -0.166 0.6673
C 0.692 -0.513 -0.423 -0.692 -0.963 0.369 -0.2399
C 0.625 1.443 1.119 0.584 0.132 -0.182 -1.3316
H -0.170 -2.500 -0.504 -0.019 -0.023 0.176 0.2489
H -0.939 -1.353 -1.587 0.067 -0.023 -0.240 0.3505
H 0.668 -2.033 -1.951 -0.164 0.081 -0.156 0.3286
H -1.883 -0.197 -0.166 -0.152 0.200 -0.136 0.1962
H -1.829 1.218 0.683 0.093 -0.040 0.001 0.2524
H 1.749 -0.644 -0.238 0.029 0.254 0.172 0.3068
H 0.983 2.302 0.547 -0.419 0.271 0.051 0.2556
H 1.532 1.077 1.597 -0.082 -0.348 0.039 0.3174
H -0.061 1.752 1.907 0.005 0.174 -0.052 0.3914
```
Forces are in eV/Å.